(1)
{
  "formula": "C27H60F3InN2O11PS",
  "method": "ωB97M-V/def2-TZVPD",
  "elements": ["H", "H", "H", "H", "O", "H", "H", "H", "H", "O", "C", "H", "H", "H", "O", "C", "H", "H", "H", "In", "H", "H", "P", "H", "C", "H", "C", "H", "O", "C", "O", "H", "H", "H", "H", "H", "H", "C", "H", "H", "C", "H", "H", "C", "H", "C", "H", "C", "H", "C", "C", "C", "C", "O", "H", "H", "F", "C", "C", "H", "H", "H", "H", "C", "H", "H", "F", "O", "C", "H", "C", "H", "O", "O", "C", "C", "H", "H", "H", "H", "O", "C", "H", "H", "H", "H", "H", "H", "H", "C", "N", "C", "C", "C", "C", "H", "O", "H", "S", "H", "H", "N", "F", "H", "H", "H"],
  "positions_angstrom": [[-4.5965, 1.7998, 1.9124], [-1.0488, -6.4156, 0.3074], [-3.2062, -2.3177, 1.2411], [6.1551, -1.1243, -3.3885], [5.0257, -1.7500, -0.7443], [6.0335, -4.1674, -5.7195], [1.4113, -2.2127, 1.4427], [1.0869, -5.4480, 1.2965], [3.8413, -4.3282, -4.7920], [-2.0105, 3.9596, -0.5320], [0.9613, -2.3222, 2.5397], [0.0708, 2.5443, 4.9318], [-5.3964, 0.0311, -1.1817], [-3.3421, -4.6827, 0.7908], [-3.0591, -0.2775, 1.2063], [4.5097, -0.4489, -0.9796], [-3.0250, 3.9718, -0.4283], [-1.6431, -5.7396, 2.0015], [1.2961, 4.6953, 4.0886], [1.1285, 4.5471, 1.2127], [4.3637, -0.2731, -2.0453], [-5.9847, 0.0852, 1.2632], [-1.2727, 5.1187, 0.5534], [-6.5242, 1.3980, -1.2983], [2.1714, 3.0925, -2.0338], [4.0775, -2.6963, -5.3954], [-2.5320, -4.9514, -1.3746], [-0.7177, -1.4891, 3.8429], [-1.3510, 6.7312, -0.1556], [-4.6899, 1.5902, 0.8357], [1.0569, 6.2430, -1.9682], [-1.0469, 3.6317, 3.8724], [-2.8214, -4.0540, -2.0727], [-1.4558, 7.3750, 0.6114], [-0.7725, -0.8938, 1.9616], [0.3533, -4.4226, 3.4962], [5.2948, -3.9193, -2.1761], [-1.1937, -5.4315, 0.9658], [-7.6634, -0.6679, -1.8376], [3.5429, 6.1484, 1.1224], [1.8869, 7.6239, 0.2399], [-8.3344, -0.1097, -0.3071], [0.8063, 8.0348, 0.5263], [2.4233, 6.4591, 1.2596], [2.6143, 8.5582, 0.3902], [-3.7999, -1.4582, 0.9281], [4.2095, -3.4628, -0.0146], [1.2234, 3.7505, 3.3791], [1.6892, 0.4148, 2.6910], [0.0664, -3.7265, 2.5906], [6.9578, -1.8267, -3.6161], [4.3792, -3.3985, -4.6031], [-3.4060, 0.8497, 0.3991], [2.8131, 7.8903, -2.1755], [4.2868, -1.8829, -3.2547], [3.0210, -2.4078, -0.7754], [0.8399, 3.3388, -2.6388], [-0.1194, 2.9151, 3.8131], [-7.4239, -0.5005, -0.7848], [-4.7335, 2.5578, 0.3345], [-1.4490, 1.1313, 3.3005], [2.1683, 3.0580, 3.4129], [0.8747, 0.2890, 4.4671], [-0.3952, 1.5521, 2.9311], [-3.4038, -5.7416, -1.4695], [7.0907, -2.5439, -2.8021], [3.1876, 4.1572, -2.3742], [6.6919, -2.4648, -4.8581], [-0.0883, -1.1016, 2.9157], [-8.6757, -1.8364, 1.0437], [4.0478, -2.7925, -0.8622], [5.2441, 0.2772, -0.6199], [-7.0397, -1.7750, -0.2509], [-2.1641, 5.1416, 1.8970], [-7.6042, -2.0595, 1.0197], [0.2429, -4.6382, 1.2126], [0.4521, -3.9913, 0.2599], [-1.0899, -3.4614, 2.6817], [-2.5756, 1.5563, 0.5153], [-7.0915, -1.5079, 1.8078], [1.3464, 1.3851, -0.0264], [4.2435, -3.5999, -2.1556], [1.4860, 6.0213, -2.8484], [-4.0278, -1.5632, -0.1357], [2.2652, 6.8847, 2.3636], [-4.7133, -1.4638, 1.5240], [-7.4705, -3.1264, 1.2189], [-0.5133, 1.7322, 1.7778], [3.5707, -0.2844, -0.4414], [1.9460, 7.2401, -1.3526], [-5.9772, 0.9065, 0.6659], [5.8957, -3.6478, -4.7638], [-6.2670, 0.5091, -0.7114], [0.6848, 0.3270, 3.2898], [-2.3249, -4.5161, 0.1938], [7.8748, -1.2455, -3.7182], [3.5673, 2.4412, 0.4098], [6.2966, -4.3247, -4.0021], [2.1544, 2.7243, -0.1978], [-3.4134, 0.5786, -0.6618], [1.8517, -2.4252, 3.2994], [3.9009, -2.8181, -3.3431], [2.6994, 1.8464, -2.7060], [-1.5498, -5.4938, -1.7715], [3.6167, -4.4981, -2.1202], [-1.9933, -3.3860, 0.2305]],
  "forces_ev_per_angstrom": [[0.1, 0.1, -0.3], [-0.2, 2.0, 1.5], [0.0, 0.3, 0.0], [0.0, 0.0, 0.3], [-0.5, -0.5, -0.1], [0.0, 0.1, 0.0], [-1.0, 0.0, 2.4], [-1.5, 1.7, 0.0], [0.0, -0.2, 0.1], [-0.7, 2.2, 1.3], [-0.9, -0.7, 0.0], [-0.5, 0.7, -2.2], [-0.2, 0.0, -0.2], [2.1, 0.7, -1.4], [-0.3, 0.1, -0.5], [0.1, 0.2, 0.2], [2.2, 0.2, 0.0], [1.0, 0.4, -1.9], [0.2, -2.0, -1.5], [0.6, 1.2, 2.0], [-0.2, 0.1, -0.1], [0.0, 0.2, -0.2], [-4.3, 0.2, 2.4], [0.0, 0.0, 0.0], [1.4, -1.4, -4.6], [0.1, -0.2, 0.1], [0.0, -0.7, 0.0], [1.1, 1.0, -2.0], [-0.1, -1.4, 1.8], [0.2, -0.6, 0.6], [2.9, 2.1, 1.3], [1.7, -1.4, -0.5], [0.7, -1.7, 1.4], [-0.1, -1.4, -1.2], [1.3, -0.6, 2.2], [-0.6, 1.5, -1.7], [-0.1, -0.1, 0.2], [-0.1, -0.2, -0.5], [0.0, 0.0, 0.0], [-2.1, 0.9, 0.1], [0.6, 0.8, 0.1], [0.2, -0.1, 0.1], [2.3, -1.3, -0.8], [-0.6, 0.5, 0.2], [-1.6, -2.0, -0.9], [0.3, 0.3, 0.4], [0.0, -0.1, 0.0], [-0.8, -0.6, 0.3], [-2.0, -0.1, 1.2], [0.3, -0.3, -1.0], [-0.1, 0.1, -0.3], [0.2, 0.7, 0.1], [0.2, 0.4, 0.4], [-5.2, -4.2, 5.0], [-0.1, -0.2, 0.1], [0.2, 0.1, -0.2], [4.7, -0.3, 2.0], [0.7, -0.4, 0.7], [0.5, 0.2, -0.2], [0.0, 0.1, -0.1], [2.1, 0.9, -0.8], [-1.7, 1.4, 0.2], [-0.2, 0.4, -2.6], [-0.6, -0.3, 1.3], [1.8, 1.5, 0.2], [-0.1, 0.0, 0.0], [-3.7, -3.1, 0.8], [-0.1, -0.5, 0.2], [1.2, 0.1, -0.5], [0.0, 0.1, 0.0], [0.4, -0.1, -0.2], [-0.1, -0.2, 0.0], [-0.5, 0.3, 0.2], [2.9, 0.2, -4.2], [0.2, -0.2, -0.3], [-1.2, -0.6, 0.1], [-0.3, -1.0, 1.9], [2.5, -0.5, -0.2], [-0.1, -0.1, 0.0], [-0.1, 0.1, 0.2], [1.7, 4.2, -1.5], [0.0, 0.6, 0.2], [-0.5, 0.7, 1.4], [-0.1, 0.0, 0.0], [0.5, -0.9, -2.4], [-0.2, -0.2, -0.2], [0.0, 0.1, -0.1], [0.6, -0.3, 2.2], [0.1, 0.1, -0.1], [3.2, 2.6, -4.5], [0.0, -0.1, -0.2], [-0.2, 0.1, -0.4], [-0.2, -0.5, 0.4], [-1.3, -0.4, -0.1], [0.1, -0.2, 0.1], [0.0, -0.1, -0.1], [-3.4, 1.7, -2.7], [0.0, 0.1, 0.2], [1.2, -5.6, 3.9], [-0.1, -0.2, 0.0], [-1.7, 0.4, -1.4], [0.3, -0.2, -0.1], [-1.6, 3.9, 1.7], [-2.1, 1.4, 0.7], [0.0, 0.0, 0.0], [-0.7, -2.4, 0.0]],
  "orbital_gap_ev": 8.29,
  "e_lumo_ev": 2.282,
  "total_charge": -1
}


(2)
{
  "formula": "C4H12N3",
  "method": "ωB97M-V/def2-TZVPD",
  "elements": ["H", "C", "N", "H", "H", "H", "H", "H", "H", "H", "C", "H", "H", "N", "H", "N", "C", "C", "H"],
  "positions_angstrom": [[2.1868, 1.8952, 1.6463], [-0.6733, -1.4700, -0.3626], [1.9055, 1.9454, 0.6969], [0.0940, -2.1294, -0.7342], [2.5859, 2.5050, 0.2010], [1.8097, -0.1296, 0.9365], [-2.0641, -3.0293, -0.4362], [-1.5041, 1.5019, 0.2394], [1.0169, -0.0765, -1.7840], [-2.6381, -1.6066, -0.9339], [1.8735, 0.5865, 0.1137], [-0.9609, 0.8710, 1.5591], [2.8795, 0.3670, -0.2537], [-2.0330, -2.0316, -0.2288], [-2.4648, -1.7908, 0.6660], [-1.2758, 0.5937, 0.6388], [0.7141, 0.4642, -0.8915], [-0.4645, -0.1659, -0.1948], [0.4949, 1.4843, -1.2057]],
  "forces_ev_per_angstrom": [[0.4, 0.1, 0.9], [0.0, 0.1, -0.4], [-0.6, -0.4, -0.8], [-0.4, -0.1, -0.5], [0.0, 0.2, 0.1], [-0.5, 0.0, 0.0], [0.1, -0.1, 0.5], [0.1, -0.1, -0.3], [-0.1, -0.3, 0.0], [0.0, 0.2, -0.1], [1.0, 0.7, 0.8], [0.6, -0.8, 0.2], [-0.3, -0.2, -0.8], [-0.2, 0.2, 0.3], [0.0, -0.3, 0.2], [-1.9, 1.1, -0.3], [0.9, -0.3, 0.6], [1.2, 0.2, -0.3], [-0.3, 0.0, 0.0]],
  "orbital_gap_ev": 8.96,
  "e_above_lowest_kcal_mol": 57.2,
  "e_lumo_ev": -3.555,
  "smiles": "NCC/C(N)=C/[NH3+]",
  "total_charge": 1
}


(3)
{
  "formula": "C20H36F3NO14PS3",
  "method": "ωB97M-V/def2-TZVPD",
  "elements": ["C", "H", "O", "H", "F", "O", "H", "H", "N", "C", "O", "H", "H", "H", "C", "C", "S", "H", "H", "H", "H", "H", "O", "H", "H", "H", "C", "C", "C", "H", "H", "H", "H", "H", "C", "S", "C", "O", "C", "F", "O", "C", "H", "O", "H", "O", "O", "C", "F", "H", "H", "H", "O", "C", "H", "H", "C", "O", "H", "H", "C", "H", "C", "C", "P", "H", "O", "C", "H", "H", "H", "C", "H", "O", "S", "O", "H", "C"],
  "positions_angstrom": [[0.8410, -1.7789, -3.8860], [0.8675, 0.6837, 1.6021], [-0.4753, -1.3352, -4.2610], [7.0969, -0.4051, -2.8129], [5.0294, 0.3069, 3.8112], [5.6972, -1.8953, -3.2036], [-1.5625, -0.6438, 0.0876], [7.1922, -1.1743, -4.4141], [-2.3300, 0.9580, 2.6540], [-1.2694, 0.9397, 1.6172], [-3.4297, 2.3926, -6.6096], [-0.5287, -2.9427, 2.5839], [-2.9676, -2.3542, 3.3214], [-1.6727, 3.0384, 1.1052], [1.7625, 0.8229, 5.4178], [0.0089, 0.1240, 1.9989], [-1.2613, -0.7770, -2.9759], [-2.8102, 0.6884, 0.0198], [0.9510, -3.8778, 2.6766], [1.5187, -0.9375, -3.9863], [2.7157, -2.3502, 2.0888], [0.0626, 1.7470, 4.5192], [-2.5741, 1.0701, -4.7085], [-1.1687, 0.1732, 5.1993], [6.0046, 0.8964, -4.8990], [1.1661, -2.5844, -4.5373], [-5.2511, 3.1617, -5.3733], [-3.5501, -0.0625, 4.4883], [5.5361, 0.2064, -4.2015], [-3.2161, 0.4331, 5.4086], [-3.7626, -1.2548, 2.1755], [-5.1697, 4.2382, -5.5423], [-0.1055, 2.3848, 0.5155], [-0.0142, -3.6363, 4.1803], [-2.7948, -1.5149, 2.6383], [-2.8967, 2.3939, -5.0840], [0.6988, -2.2192, -2.4399], [-4.2915, 2.7909, -4.3810], [-1.7625, 0.4267, 0.2218], [3.6849, 1.9825, 3.3220], [-1.2556, 0.6354, -3.0166], [3.9252, 0.9658, 4.1025], [1.6410, -2.2239, -1.9090], [-2.3336, 2.0254, 3.3746], [5.0479, 0.7716, -3.4047], [4.6689, -3.0143, -5.1392], [4.5405, -0.5797, -4.8687], [0.3237, -3.1728, 3.2467], [3.8974, -0.0816, 6.0979], [-3.9885, -1.0283, 4.7919], [-1.1350, 0.9252, -0.5289], [1.6831, 1.6417, 6.1569], [-1.9850, 3.4687, -4.9336], [3.2219, 0.5840, 5.1417], [1.4062, 1.6978, 3.3902], [-0.2379, 2.8162, 2.2114], [-2.3802, -0.2647, 3.4651], [2.4107, -1.4686, 2.3535], [-6.2569, 2.9239, -5.0342], [1.3727, -0.0714, 5.9292], [6.5158, -0.8032, -3.6408], [-2.0858, -1.7382, 1.8328], [0.2201, -0.1498, 3.5349], [-0.8085, 2.4150, 1.3636], [1.3463, -1.6621, 3.6526], [-5.1900, 1.3406, -6.5449], [3.2478, -2.0303, -3.3546], [-4.8589, 2.3801, -6.6104], [-4.3724, 0.5269, 4.0582], [-1.1491, -1.5198, 4.7059], [0.0387, -0.8538, 1.4873], [-1.0961, -0.4882, 4.3231], [0.2381, -3.2089, -2.3711], [-0.2015, -1.2683, -1.8587], [4.4174, -2.0175, -4.1655], [-2.4546, -1.5319, -2.8222], [-5.2444, 2.8257, -7.5244], [0.9007, 1.1181, 4.1701]],
  "forces_ev_per_angstrom": [[-0.1, 0.3, 0.0], [-0.2, -0.3, 0.2], [-0.3, -0.2, 0.5], [-0.2, -0.2, 0.2], [0.8, 0.6, -0.3], [-0.5, 0.2, 0.0], [-0.5, 0.2, 0.1], [0.0, 0.1, 0.0], [1.8, -0.2, 0.6], [0.8, 0.9, -1.9], [0.0, 0.5, 0.3], [0.2, -0.2, 0.4], [0.3, 0.1, -0.3], [0.4, 0.0, 0.2], [0.3, 0.8, 0.4], [-0.6, -0.4, 0.8], [0.7, -0.3, -0.1], [0.3, -0.2, 0.1], [0.0, 0.1, 0.4], [-0.1, 0.1, 0.0], [0.1, 0.4, 0.0], [0.3, -0.1, -0.3], [-1.1, 0.6, -1.5], [0.2, -0.2, -0.3], [-0.2, -0.1, -0.2], [-0.3, 0.0, -0.1], [-0.1, 0.4, -0.2], [-0.2, -0.2, 0.1], [0.0, 0.4, 0.5], [-0.1, 0.0, -0.4], [0.3, -0.3, 0.0], [0.0, 0.0, 0.0], [-0.4, 0.0, 0.2], [0.1, 0.1, -0.3], [-0.1, 1.2, -0.3], [-0.5, -0.1, -0.2], [-0.3, -0.5, -0.1], [0.2, -0.3, -0.3], [0.3, 0.2, 0.4], [-0.2, 0.1, -1.0], [0.9, -0.5, 1.7], [0.4, -0.8, 0.5], [-0.1, 0.2, 0.2], [-0.5, -0.1, -0.1], [0.0, 0.0, 0.0], [-0.4, -0.1, 0.0], [0.1, -0.5, 0.1], [-0.2, 0.7, -1.2], [-0.2, -0.8, -0.1], [0.3, 0.2, -0.2], [-0.3, -0.2, 0.1], [-0.1, -0.2, -0.3], [0.1, -0.1, -0.1], [-1.4, 0.4, 0.6], [0.1, -0.2, 0.4], [-0.5, 0.1, -0.1], [-1.8, -1.2, 1.6], [-0.9, -0.4, -0.1], [0.1, -0.1, 0.2], [0.3, 0.2, -0.2], [0.4, 0.0, -0.4], [-0.2, -0.2, 0.3], [0.5, -0.1, -1.1], [0.2, -0.6, 0.0], [0.8, -0.1, 1.5], [-0.1, 0.0, 0.0], [1.1, -0.4, -0.1], [-0.3, -0.4, 0.1], [0.4, -0.1, 0.0], [0.1, 0.3, -0.1], [-0.3, 0.4, 0.0], [0.1, 0.4, -0.8], [0.0, 0.0, -0.1], [0.0, 0.2, -0.4], [0.7, 0.4, 0.1], [-0.1, 0.2, 0.0], [0.2, 0.1, 0.0], [-0.7, -0.3, 0.4]],
  "orbital_gap_ev": [8.03, 8.05],
  "multiplicity": 2,
  "s2": 0.754,
  "e_lumo_ev": [0.236, 0.235]
}


In order of appearance, DFT total energy = -87916.3339; -8805.2556; -101418.8825 eV.